[1]
Here is a structure of composition C36H30AuN4O2S2 from the Open Molecules 2025 dataset. Energies are from the ωB97M-V functional and the def2-TZVPD basis.

XYZ file:
```
75
Properties=species:S:1:pos:R:3
H -2.152 -3.120 -0.539
S -2.020 1.946 0.843
H 4.624 -1.425 0.279
N 3.900 0.789 3.423
C 0.129 -0.219 -1.673
H -1.671 -4.772 2.320
C -0.030 -0.421 -0.241
C -3.604 -2.034 1.871
C -4.860 -2.590 2.030
H -3.242 0.930 -1.753
H -6.923 -3.663 2.667
H 1.459 1.419 -1.373
H 1.838 1.864 -3.754
C 2.704 -0.557 0.581
C 4.032 -0.529 0.602
N 6.183 0.046 2.851
C -2.484 2.286 -3.160
H 7.053 0.004 3.317
H -3.483 -1.033 1.714
C -6.430 -4.525 2.238
O -0.022 -3.400 1.505
H 4.874 1.322 0.127
C 4.760 0.704 1.043
H -6.861 -4.674 1.251
H -3.938 -5.744 2.372
H -0.602 4.910 -2.793
C 2.729 0.311 3.742
C -4.998 -3.962 2.177
C 0.457 0.571 0.789
C -2.556 -4.167 2.246
Au 0.115 -0.932 3.201
C 1.188 1.037 -3.408
C -1.705 3.349 -3.509
H -1.996 3.316 -5.682
H 4.407 2.452 2.180
H 2.273 3.530 2.634
H -0.784 4.236 -0.485
H -0.107 3.626 2.217
C -0.138 -0.872 -3.906
C 2.441 1.616 1.652
H -3.025 1.739 -3.954
C 6.095 0.334 1.606
C -2.017 2.498 -0.877
C -1.201 4.053 -2.485
C -3.837 -4.717 2.322
H -0.477 -1.574 -4.673
C -1.351 3.744 -4.995
S -0.884 -2.223 1.710
C -1.502 -2.341 -0.857
C -1.295 3.649 -1.193
H -6.656 -5.444 2.720
C -2.674 1.803 -1.891
C -0.565 -1.058 -2.596
C -0.233 1.681 1.240
C 3.884 1.474 2.060
C 0.394 2.670 1.949
H 0.862 0.098 -5.438
C 1.855 0.530 1.050
H 7.054 0.847 -0.088
C 1.016 0.826 -2.104
H -5.712 -1.915 1.850
H -1.957 -2.625 -2.855
C 1.770 2.714 2.093
H -1.268 4.852 -5.126
H 2.296 -1.551 0.323
N 1.668 0.009 4.120
C 0.633 0.152 -4.392
C -1.422 -2.035 -2.148
H 8.011 0.196 1.189
C -2.511 -2.822 1.988
N 7.130 0.359 0.781
H 5.258 0.162 3.404
O -2.652 0.603 0.833
H -0.388 3.172 -5.210
C -0.859 -1.481 0.047
```

- gap between HOMO and LUMO (Eh) = 0.3008
- F_max (eV/Å) = 3.33
- spin multiplicity = 1
- HOMO energy (hartree) = -0.3952
- net charge = +1

Mulliken atomic charge list, values in e, 5 entries: 0.60 -0.19 0.37 -0.81 1.21

=====

[2]
Here is a structure of composition C36H30B3F18O37V from the Open Molecules 2025 dataset. Energies are from the ωB97M-V functional and the def2-TZVPD basis.

XYZ file:
```
125
Properties=species:S:1:pos:R:3
H 6.238 -2.122 -1.674
H -4.995 1.965 -4.158
C -0.531 -0.491 6.912
O 5.070 -0.851 6.517
O -4.961 1.798 5.274
B -1.852 2.576 4.020
H -0.689 2.074 -3.907
H 0.292 3.737 0.397
C -1.665 1.748 -3.547
O 0.431 -0.846 1.806
O -3.539 -0.396 3.775
H 1.355 -5.764 2.410
O -2.389 4.434 -1.485
O 2.514 -0.846 -2.499
C -5.746 1.263 -3.795
B 1.042 0.217 0.919
F -3.834 -3.250 -5.971
H -2.058 5.162 0.428
H 0.139 5.307 -0.426
O 0.742 4.546 3.034
O 1.110 3.415 5.591
F -4.486 -1.122 -6.217
F 3.184 -2.551 -0.604
C -1.709 4.361 -0.224
C 7.490 -0.960 -0.355
C -1.102 -0.233 0.247
C -6.098 1.451 -0.460
O -2.331 -2.354 -4.029
O -1.476 -1.556 4.772
C 3.452 1.160 -3.504
H -0.011 3.746 -1.349
H -7.605 1.501 -2.607
H -2.223 -0.244 -2.827
O 6.601 -3.060 -3.846
C 0.137 3.168 4.881
O -1.547 -0.375 7.551
C -6.671 2.030 -2.798
C -3.165 0.755 3.886
C 3.456 0.807 5.533
H -5.206 0.407 -3.390
F -2.886 -6.222 -0.126
F -0.841 -6.020 -1.010
O -2.064 -4.342 1.902
H 7.167 -0.725 -2.357
C -0.763 -1.002 1.499
F 8.066 -5.623 -3.743
O -2.299 -0.222 -4.765
O -1.667 -1.735 1.991
F -6.044 2.086 1.752
O 2.988 2.801 2.051
O -3.185 2.941 4.588
F -2.215 -4.442 -1.090
F -2.591 -1.978 -7.155
F 9.694 -4.606 -2.942
C -1.339 -4.910 1.068
O -1.277 3.537 3.085
H -6.407 0.813 -4.536
O 1.212 1.515 1.544
H 1.234 -3.774 4.168
O 0.014 0.329 -0.108
C -3.863 1.863 4.735
O -0.971 2.488 5.189
O 2.397 -0.127 0.414
C -1.639 0.259 -3.598
H 3.240 1.979 -4.191
F 2.629 -4.089 -2.066
H -0.121 -5.704 3.403
C 7.203 -1.619 -1.734
O 4.484 0.859 0.593
C -2.658 -1.492 -4.820
C 1.698 -1.956 -2.381
C -0.095 3.853 3.547
O 0.666 -0.096 7.250
O -6.101 2.298 -1.520
H 1.984 0.104 -4.398
H 7.833 -1.755 0.308
F -3.783 4.616 -3.779
O -2.245 -0.210 -0.249
C -5.198 1.975 0.734
C 0.481 -5.167 2.670
C -0.203 4.272 -0.414
H -2.313 2.371 -4.163
C -2.647 5.659 -1.962
F -4.334 1.045 1.087
C -0.466 -1.109 5.423
H 8.286 -0.223 -0.463
H 6.520 -0.619 0.007
O 4.235 1.690 5.075
C 2.499 1.797 1.544
H -6.923 2.991 -3.247
C 3.901 -0.518 6.293
O 0.775 -1.064 5.102
H 3.862 1.512 -2.558
F 1.196 -3.486 -0.675
H -1.734 2.140 -2.532
C -3.425 -1.927 -6.083
O 2.724 -1.206 6.575
C -1.823 -5.432 -0.314
C -3.056 5.692 -3.484
F -4.531 3.065 0.497
O 0.688 -2.222 -3.063
H 4.203 0.528 -3.979
O -4.099 -2.907 2.578
H 0.055 -3.065 3.111
C 8.669 -4.426 -3.722
O -2.490 6.756 -1.448
F 9.107 -4.201 -4.980
H 1.761 -3.330 2.635
C 3.299 0.783 0.782
C 2.223 0.301 -3.353
O -2.074 1.210 3.412
B 1.565 -0.394 6.172
C 7.678 -3.239 -3.272
O 2.164 0.776 5.504
H -0.640 -0.161 -3.714
V -3.037 -2.605 3.606
F -1.971 5.577 -4.161
H -1.953 3.404 0.239
O -0.036 -5.160 1.298
C 2.194 -3.009 -1.415
F -3.776 6.730 -3.744
O -6.597 0.324 -0.461
C 0.893 -3.762 3.133
H 1.457 0.928 -2.896
O 8.072 -2.600 -2.181
```

- gap between HOMO and LUMO (spin up / spin down) (Eh) = 0.1922 / 0.2083
- F_max (eV/Å) = 5.79
- spin multiplicity = 2
- expectation value of S² = 0.776
- HOMO energy (spin up / spin down) (hartree) = -0.2787 / -0.2787
- net charge = -1

Mulliken atomic charge list, values in e, 5 entries: 0.09 0.14 0.31 -0.60 -0.67